Here is a 14-piece molecular cluster, C28H84O28 overall in a non-equilibrium geometry from the OMol25 dataset. Energies are from the ωB97M-V functional and the def2-TZVPD basis.

The electronic energy is -3223.6648 a.u. For the strongest force on any atom, the calculation gives 2.45 eV/A. Its charge is 0. Its HOMO energy is -8.877 eV. Its orbital gap is 8.752 eV.

Atoms and positions in Å:
C: 5.59510 3.40446 1.93556
C: 4.47970 3.15138 0.95014
O: 3.78162 1.93366 1.20334
O: 6.78223 2.64278 1.64558
H: 5.27557 3.11424 2.94039
H: 5.96684 4.42371 1.84979
H: 4.77999 3.22800 -0.10578
H: 3.79011 4.00471 1.00416
H: 4.31632 1.13797 1.06165
H: 6.58600 1.70668 1.53177
C: -1.71978 1.08532 5.26657
C: -1.47792 -0.01294 4.25636
O: -1.36008 -1.24761 4.85971
O: -3.09245 1.37892 5.46836
H: -1.26676 2.03027 4.98618
H: -1.17610 0.79124 6.17138
H: -0.55747 0.26798 3.72263
H: -2.25588 -0.03233 3.49348
H: -0.43554 -1.41840 5.07790
H: -3.37520 0.81486 6.19940
C: 2.58463 -1.05622 4.73273
C: 3.32045 -2.26684 4.17211
O: 2.61178 -2.95685 3.13988
O: 1.52185 -1.43397 5.60942
H: 2.21269 -0.44328 3.91129
H: 3.32755 -0.46790 5.29284
H: 3.53291 -2.93424 5.01078
H: 4.27296 -1.99677 3.69973
H: 2.69397 -2.44169 2.33285
H: 1.88130 -1.79298 6.42471
C: -2.20923 1.35439 -3.42672
C: -3.22808 1.94329 -2.49510
O: -4.52007 1.96168 -3.08905
O: -2.10845 2.16415 -4.56146
H: -2.45199 0.31101 -3.66088
H: -1.27157 1.28880 -2.86212
H: -2.94572 2.96837 -2.20517
H: -3.26973 1.45562 -1.51934
H: -4.51731 1.88999 -4.04638
H: -1.52895 1.79633 -5.23632
C: 1.93392 -0.69328 -3.43535
C: 2.81564 -0.57674 -4.64591
O: 2.19997 0.38551 -5.53740
O: 1.90354 0.45281 -2.64927
H: 2.33612 -1.52623 -2.85963
H: 0.93745 -0.90843 -3.82816
H: 2.93979 -1.54598 -5.14086
H: 3.80921 -0.15583 -4.45747
H: 2.48469 0.15503 -6.42689
H: 1.45200 1.17136 -3.12175
C: -1.25153 -3.08786 2.35530
C: -2.46432 -2.47870 1.68805
O: -2.21841 -2.29631 0.28888
O: -1.04816 -4.43231 1.88508
H: -1.37936 -3.12535 3.43368
H: -0.35524 -2.50844 2.12115
H: -2.76861 -1.53829 2.17761
H: -3.36078 -3.08460 1.88772
H: -2.35240 -1.35601 0.00892
H: -0.44707 -4.32170 1.13630
C: 3.25881 -4.76509 -0.65824
C: 1.80060 -5.14479 -0.55928
O: 0.98942 -4.05463 -0.14136
O: 3.46658 -3.98817 -1.88906
H: 3.93704 -5.61679 -0.70123
H: 3.45288 -4.08627 0.17213
H: 1.70707 -5.88222 0.24531
H: 1.35702 -5.53560 -1.48063
H: 0.81442 -3.48088 -0.89881
H: 3.63930 -4.63370 -2.58224
C: -5.50060 1.83910 2.98971
C: -5.36064 2.13676 1.51784
O: -6.54226 1.84700 0.80763
O: -5.04791 0.54997 3.44970
H: -6.48065 2.07478 3.41263
H: -4.87748 2.57436 3.53648
H: -4.41612 1.69573 1.16410
H: -5.19498 3.21937 1.43965
H: -6.27302 1.24920 0.05943
H: -4.11568 0.60953 3.66471
C: 1.23402 4.31114 -1.29722
C: 0.24564 4.14600 -2.39103
O: 0.58870 3.15725 -3.37609
O: 2.54307 4.53767 -1.85342
H: 1.33591 3.53573 -0.52938
H: 1.01969 5.19969 -0.70143
H: 0.22465 5.12941 -2.90003
H: -0.79108 4.03140 -2.03816
H: -0.12231 3.00269 -4.00132
H: 2.80360 3.70713 -2.27306
C: -0.84988 -3.47872 -3.83900
C: -1.50129 -4.86036 -3.70057
O: -0.52515 -5.79395 -4.22072
O: 0.16572 -3.21513 -2.87688
H: -1.52662 -2.62275 -3.93409
H: -0.35898 -3.54418 -4.81913
H: -2.39718 -4.87247 -4.31887
H: -1.64814 -5.10389 -2.65122
H: -0.82141 -6.23157 -5.01860
H: 1.01687 -3.50774 -3.21372
C: -1.19708 4.94163 2.65337
C: -0.60115 3.80236 1.78753
O: -0.65749 4.18624 0.39909
O: -2.59909 5.04444 2.47258
H: -0.63612 5.83534 2.36332
H: -0.95568 4.70530 3.69091
H: -1.21670 2.89580 1.91517
H: 0.39045 3.56497 2.16332
H: -1.53610 4.54451 0.23192
H: -2.77882 5.70764 1.79858
C: -0.22935 0.17356 -0.64257
C: 0.83841 0.17663 0.39117
O: 1.02613 1.52763 0.84750
O: -1.52219 0.35569 -0.07365
H: -0.32890 -0.68571 -1.30399
H: 0.12184 0.98004 -1.29939
H: 1.79801 -0.11762 -0.07241
H: 0.75358 -0.50633 1.24381
H: 1.98068 1.70737 0.95866
H: -1.53201 1.09441 0.54909
C: -6.10855 -2.02468 -0.63938
C: -5.19963 -0.85955 -1.00370
O: -5.97642 0.30429 -1.40408
O: -7.27548 -1.95327 -1.44446
H: -6.41423 -1.97718 0.41421
H: -5.58111 -2.97079 -0.76486
H: -4.62443 -1.16743 -1.87787
H: -4.64599 -0.46799 -0.15076
H: -5.43970 0.74548 -2.10098
H: -7.39918 -1.07849 -1.82748
C: 4.84576 -0.44707 -0.77467
C: 5.63095 -1.13041 -1.82886
O: 6.72649 -0.21381 -2.20703
O: 5.62162 -0.25410 0.43547
H: 3.97797 -1.03752 -0.48042
H: 4.54985 0.55898 -1.08057
H: 5.12615 -1.34027 -2.77918
H: 6.06794 -2.07220 -1.46435
H: 7.46637 -0.69747 -2.57600
H: 6.57185 -0.26187 0.26406